[1]
{
  "formula": "C6H10O",
  "method": "the ωB97M-V functional and the def2-TZVPD basis",
  "energy_ha": -309.7944,
  "smiles": "C[C@]12CC[C@H]1CO2",
  "e_above_lowest_ev": 1.305,
  "orbital_gap_ev": 10.45,
  "species": ["C", "C", "C", "C", "C", "C", "O", "H", "H", "H", "H", "H", "H", "H", "H", "H", "H"],
  "xyz": [[-0.707, -1.821, 0.311], [0.112, -0.583, 0.076], [0.634, 0.272, 1.265], [-0.041, 1.510, 0.617], [-0.489, 0.663, -0.587], [0.568, 0.413, -1.659], [1.134, -0.700, -0.940], [-0.172, -2.556, 0.911], [-1.626, -1.534, 0.837], [-1.002, -2.271, -0.644], [0.228, 0.010, 2.247], [1.725, 0.324, 1.334], [0.608, 2.353, 0.373], [-0.885, 1.865, 1.213], [-1.529, 0.744, -0.914], [1.280, 1.231, -1.818], [0.162, 0.078, -2.622]]
}

=====

[2]
{
  "formula": "C6H10O",
  "method": "the ωB97M-V functional and the def2-TZVPD basis",
  "energy_ha": -309.7918,
  "smiles": "CC(C)=C/C=C/O",
  "e_above_lowest_ev": 1.376,
  "orbital_gap_ev": 8.65,
  "species": ["C", "C", "C", "C", "C", "C", "O", "H", "H", "H", "H", "H", "H", "H", "H", "H", "H"],
  "xyz": [[0.319, -0.857, -2.699], [0.543, -0.051, -1.420], [1.795, 0.789, -1.293], [-0.236, -0.383, -0.358], [-0.333, 0.279, 0.920], [-1.164, -0.174, 1.862], [-1.217, 0.317, 3.145], [0.758, -0.168, -3.439], [0.989, -1.717, -2.795], [-0.722, -1.116, -2.835], [1.685, 1.565, -2.061], [2.712, 0.212, -1.388], [1.774, 1.336, -0.355], [-0.673, -1.385, -0.314], [0.447, 1.012, 1.127], [-1.861, -0.996, 1.766], [-0.777, 1.167, 3.131]]
}

=====

[3]
{
  "formula": "C6H10O",
  "method": "the ωB97M-V functional and the def2-TZVPD basis",
  "energy_ha": -309.8108,
  "smiles": "C[C@H]1C[C@H]1CC=O",
  "e_above_lowest_ev": 0.860,
  "orbital_gap_ev": 10.64,
  "species": ["C", "C", "C", "C", "C", "C", "O", "H", "H", "H", "H", "H", "H", "H", "H", "H", "H"],
  "xyz": [[-1.757, -0.292, 0.530], [-1.092, 0.770, -0.318], [0.075, 1.548, 0.208], [0.286, 0.553, -0.905], [1.030, -0.764, -0.750], [1.821, -1.079, 0.501], [1.914, -0.424, 1.511], [-2.213, 0.140, 1.425], [-1.043, -1.049, 0.872], [-2.544, -0.810, -0.028], [-1.779, 1.324, -0.956], [0.150, 2.603, -0.044], [0.459, 1.285, 1.186], [0.429, 0.996, -1.889], [1.747, -0.884, -1.574], [0.343, -1.617, -0.874], [2.356, -2.053, 0.427]]
}

=====

[4]
{
  "formula": "C6H10O",
  "method": "the ωB97M-V functional and the def2-TZVPD basis",
  "energy_ha": -309.8200,
  "smiles": "CC1(O)CC=CC1",
  "e_above_lowest_ev": 0.610,
  "orbital_gap_ev": 10.19,
  "species": ["C", "C", "O", "C", "C", "C", "C", "H", "H", "H", "H", "H", "H", "H", "H", "H", "H"],
  "xyz": [[-1.643, -0.616, -0.295], [-0.400, -0.084, 0.369], [-0.736, -0.163, 1.754], [0.089, 1.350, -0.007], [1.548, 1.164, -0.345], [1.904, -0.117, -0.387], [0.760, -1.036, -0.084], [-1.666, -1.697, -0.111], [-1.642, -0.433, -1.378], [-2.526, -0.200, 0.305], [-1.726, -0.095, 1.705], [-0.462, 1.763, -0.865], [-0.058, 2.044, 0.830], [2.223, 1.994, -0.535], [2.889, -0.487, -0.654], [0.944, -1.779, 0.696], [0.504, -1.608, -0.998]]
}

=====

[5]
{
  "formula": "C6H10O",
  "method": "the ωB97M-V functional and the def2-TZVPD basis",
  "energy_ha": -309.6921,
  "e_above_lowest_ev": 4.090,
  "orbital_gap_ev": [6.40, 8.35],
  "species": ["O", "C", "C", "C", "C", "C", "C", "H", "H", "H", "H", "H", "H", "H", "H", "H", "H"],
  "xyz": [[1.131, -1.472, 1.572], [1.899, -0.971, 0.748], [1.608, 0.218, -0.001], [0.451, 1.008, 0.409], [-0.821, 0.696, -0.572], [-0.644, -0.774, -0.988], [-2.118, 0.482, -0.072], [2.859, -1.476, 0.510], [2.358, 0.622, -0.677], [0.552, -0.719, -1.039], [0.596, 2.090, 0.353], [0.137, 0.719, 1.414], [-0.792, 1.348, -1.450], [-1.115, -1.074, -1.925], [-0.784, -1.503, -0.182], [-3.012, 0.903, -0.529], [-2.260, -0.116, 0.825]]
}

=====

[6]
{
  "formula": "C6H10O",
  "method": "the ωB97M-V functional and the def2-TZVPD basis",
  "energy_ha": -309.7548,
  "smiles": "C=C=C(C)O.C=C",
  "e_above_lowest_ev": 2.384,
  "orbital_gap_ev": 9.50,
  "species": ["C", "C", "C", "C", "O", "H", "H", "H", "H", "H", "H", "C", "C", "H", "H", "H", "H"],
  "xyz": [[-0.345, 1.972, 0.837], [-0.876, 0.797, 0.628], [-1.318, -0.418, 0.400], [-2.060, -0.844, -0.827], [-1.110, -1.471, 1.262], [0.659, 2.207, 0.475], [-0.875, 2.759, 1.372], [-3.044, -1.251, -0.571], [-2.184, -0.008, -1.517], [-1.493, -1.637, -1.328], [-0.573, -1.150, 2.000], [2.705, 0.241, -0.277], [1.713, -0.567, -0.636], [3.171, 0.173, 0.704], [3.085, 1.011, -0.946], [1.313, -1.327, 0.033], [1.232, -0.485, -1.609]]
}

=====

[7]
{
  "formula": "C6H10O",
  "method": "the ωB97M-V functional and the def2-TZVPD basis",
  "energy_ha": -309.7243,
  "e_above_lowest_ev": 3.214,
  "orbital_gap_ev": 8.52,
  "species": ["C", "C", "C", "C", "C", "C", "O", "H", "H", "H", "H", "H", "H", "H", "H", "H", "H"],
  "xyz": [[1.809, -0.671, 0.096], [0.573, 0.127, 0.517], [0.298, 1.402, -0.312], [-1.176, 1.632, -0.507], [-1.813, 0.382, 0.002], [-0.762, -0.668, 0.428], [-0.727, -1.741, -0.497], [1.718, -1.023, -0.937], [2.717, -0.058, 0.158], [1.953, -1.554, 0.729], [0.707, 0.433, 1.563], [0.714, 1.323, -1.337], [0.791, 2.304, 0.083], [-2.542, -0.020, -0.724], [-2.601, 0.623, 0.734], [-0.999, -1.136, 1.386], [-0.661, -1.357, -1.382]]
}

=====

[8]
{
  "formula": "C6H10O",
  "method": "the ωB97M-V functional and the def2-TZVPD basis",
  "energy_ha": -309.8252,
  "smiles": "CC1=CCC[C@H]1O",
  "e_above_lowest_ev": 0.466,
  "orbital_gap_ev": 10.07,
  "species": ["C", "C", "C", "C", "C", "C", "O", "H", "H", "H", "H", "H", "H", "H", "H", "H", "H"],
  "xyz": [[2.170, 0.016, -0.207], [0.718, -0.141, 0.091], [-0.018, -1.072, 0.710], [-1.481, -0.963, 0.334], [-1.498, 0.211, -0.668], [-0.205, 0.963, -0.369], [-0.260, 1.824, 0.773], [2.476, 1.069, -0.191], [2.268, -0.326, -1.244], [2.842, -0.574, 0.418], [0.334, -1.830, 1.404], [-2.145, -0.798, 1.188], [-1.800, -1.901, -0.141], [-1.415, -0.167, -1.696], [-2.398, 0.827, -0.608], [0.164, 1.546, -1.222], [0.247, 1.314, 1.429]]
}

=====

[9]
{
  "formula": "C6H10O",
  "method": "the ωB97M-V functional and the def2-TZVPD basis",
  "energy_ha": -309.6553,
  "e_above_lowest_ev": 5.091,
  "orbital_gap_ev": 9.67,
  "species": ["C", "C", "C", "C", "C", "C", "O", "H", "H", "H", "H", "H", "H", "H", "H", "H", "H"],
  "xyz": [[2.119, 0.336, 0.081], [0.637, 0.058, -0.051], [-0.136, -1.142, 0.532], [-0.885, -0.948, -0.794], [-1.896, 0.105, -0.451], [-0.352, 1.050, 0.583], [0.210, -0.225, -1.399], [2.344, 1.284, -0.424], [2.714, -0.464, -0.382], [2.421, 0.431, 1.134], [-0.833, -0.296, 1.175], [0.409, -2.122, 0.665], [-1.195, -1.839, -1.362], [-2.730, -0.200, 0.196], [-2.227, 0.756, -1.289], [-0.648, 1.980, 0.156], [0.049, 1.236, 1.629]]
}

=====

[10]
{
  "formula": "C6H10O",
  "method": "the ωB97M-V functional and the def2-TZVPD basis",
  "energy_ha": -309.7672,
  "smiles": "CC/C=C\\C=C\\O",
  "e_above_lowest_ev": 2.045,
  "orbital_gap_ev": 8.88,
  "species": ["C", "C", "C", "C", "C", "C", "O", "H", "H", "H", "H", "H", "H", "H", "H", "H", "H"],
  "xyz": [[-2.410, -0.478, 0.355], [-0.916, -0.215, 0.456], [0.133, -1.239, 0.740], [1.416, -0.930, 0.443], [1.852, 0.292, -0.245], [1.169, 1.445, -0.424], [1.392, 2.320, -1.439], [-2.609, -1.032, -0.565], [-2.847, -1.017, 1.198], [-2.940, 0.480, 0.261], [-0.739, 0.700, 1.041], [-0.526, -0.265, -0.584], [-0.178, -2.254, 0.954], [2.172, -1.703, 0.541], [2.771, 0.201, -0.830], [0.431, 1.855, 0.251], [1.830, 1.837, -2.152]]
}

=====

[11]
{
  "formula": "C6H10O",
  "method": "the ωB97M-V functional and the def2-TZVPD basis",
  "energy_ha": -309.8280,
  "smiles": "CC1=CCC=C1.O",
  "e_above_lowest_ev": 0.392,
  "orbital_gap_ev": 9.55,
  "species": ["C", "C", "C", "C", "C", "C", "H", "H", "H", "H", "H", "H", "H", "H", "O", "H", "H"],
  "xyz": [[2.246, 0.066, 0.005], [0.798, -0.216, -0.270], [-0.016, 0.411, -1.139], [-1.398, -0.174, -1.066], [-1.258, -1.235, -0.012], [0.007, -1.245, 0.440], [2.369, 0.691, 0.899], [2.712, 0.594, -0.831], [2.802, -0.862, 0.179], [0.256, 1.236, -1.790], [-1.717, -0.595, -2.030], [-2.150, 0.577, -0.785], [-2.070, -1.876, 0.315], [0.405, -1.902, 1.208], [-1.286, 1.676, 1.597], [-0.858, 0.949, 1.127], [-0.686, 1.851, 2.327]]
}

=====

[12]
{
  "formula": "C6H10O",
  "method": "the ωB97M-V functional and the def2-TZVPD basis",
  "energy_ha": -309.7371,
  "smiles": "C=C/C=C/C=C.O",
  "e_above_lowest_ev": 2.865,
  "orbital_gap_ev": 8.86,
  "species": ["C", "C", "C", "C", "C", "C", "H", "H", "H", "H", "H", "H", "H", "H", "O", "H", "H"],
  "xyz": [[1.101, -0.935, 2.605], [0.222, -1.213, 1.637], [0.139, -0.310, 0.464], [1.217, -0.200, -0.393], [1.237, 0.444, -1.725], [0.584, 1.604, -2.031], [1.024, -1.191, 3.596], [1.927, -0.341, 2.249], [-0.595, -1.911, 1.749], [-0.966, -0.003, 0.338], [2.128, -0.698, -0.140], [1.787, -0.053, -2.417], [-0.146, 1.870, -1.156], [0.535, 2.206, -2.956], [-3.214, 0.323, -0.296], [-3.271, 0.828, -1.067], [-3.707, -0.421, -0.456]]
}

=====

[13]
{
  "formula": "C6H10O",
  "method": "the ωB97M-V functional and the def2-TZVPD basis",
  "energy_ha": -309.6875,
  "e_above_lowest_ev": 4.214,
  "orbital_gap_ev": [8.79, 6.19],
  "species": ["C", "C", "C", "C", "C", "C", "O", "H", "H", "H", "H", "H", "H", "H", "H", "H", "H"],
  "xyz": [[-1.164, 0.514, 0.487], [1.203, 0.961, 0.523], [-1.459, 0.835, -0.917], [0.061, -0.074, 1.033], [0.189, -1.438, 0.262], [0.961, -1.718, -0.780], [0.202, -0.265, 2.310], [-1.929, 0.772, 1.222], [-0.377, -2.206, 0.772], [1.176, 1.179, -0.543], [1.103, 1.874, 1.103], [2.127, 0.457, 0.795], [-0.727, 0.432, -1.613], [-1.517, 1.927, -1.037], [-2.455, 0.463, -1.185], [1.050, -2.738, -1.135], [1.558, -0.975, -1.296]]
}

=====

[14]
{
  "formula": "C6H10O",
  "method": "the ωB97M-V functional and the def2-TZVPD basis",
  "energy_ha": -309.6847,
  "e_above_lowest_ev": 4.290,
  "orbital_gap_ev": 8.28,
  "species": ["C", "C", "C", "C", "O", "C", "C", "H", "H", "H", "H", "H", "H", "H", "H", "H", "H"],
  "xyz": [[0.989, -1.999, -0.519], [-0.127, -1.172, -1.031], [-1.034, -0.662, 0.043], [-0.613, 0.777, 0.406], [-1.493, 1.412, 1.285], [0.122, 1.605, -0.606], [0.828, 1.079, 0.629], [0.838, -2.984, -0.991], [1.933, -1.650, -0.962], [1.103, -2.134, 0.571], [-1.037, -1.242, 0.981], [-2.061, -0.600, -0.343], [-2.277, 1.665, 0.780], [-0.069, 2.674, -0.619], [0.298, 1.150, -1.576], [1.052, 1.812, 1.395], [1.548, 0.270, 0.557]]
}